C12H10BrNO2 in the gas phase at a distorted geometry. Source: OMol25; level of theory: ωB97M-V with the def2-TZVPD basis set.

```
26
Properties=species:S:1:pos:R:3:nbo_charge:R:1
N 0.83249 0.48354 -0.25029 -0.4215
C -2.87572 0.65614 -0.81239 -0.1601
C 0.70532 -3.02831 -0.73369 -0.3955
O 2.73489 1.29791 0.63783 -0.5245
C -0.76815 1.85168 0.65011 -0.1442
C -2.08431 2.33727 0.76581 -0.1645
H 3.17484 -1.58664 0.89664 0.2303
C 1.52669 1.33157 0.56791 0.5812
Br -4.85537 2.43691 0.21371 0.0822
H -2.31296 3.17620 1.43130 0.2447
C -1.58839 0.14900 -0.92702 -0.2673
H 0.79525 -3.96058 -0.18017 0.2032
H -3.66393 0.19213 -1.37886 0.2319
H 2.45145 -0.34491 -1.32163 0.2474
C 0.53116 2.27313 1.18129 0.4445
C -3.12307 1.74259 0.04071 -0.1454
O 0.71114 3.28968 1.87596 -0.4444
C -0.53986 0.78485 -0.22479 0.2146
H 0.16095 -3.06532 -1.65167 0.1912
C 2.13292 -1.92759 1.00187 -0.6561
H -1.44162 -0.70573 -1.57626 0.2311
H 1.64194 -1.33595 1.76667 0.2201
C 1.37519 -1.88162 -0.29895 0.0259
C 1.41161 -0.59131 -1.05784 -0.2618
H 0.83340 -0.63953 -1.99093 0.2158
H 2.23414 -2.93513 1.37470 0.2211
```

Kohn-Sham gap (Ha): 0.27451
HOMO energy (Ha): -0.3237
Lowest unoccupied orbital energy (Eh): -0.049
Net charge: 0
SMILES string: C=C(C)CN1C(=O)C(=O)c2cc(Br)ccc21